Molecular formula: C38H55FO11S3
Method: DFT, wB97M-V/def2-TZVPD

```
108
Properties=species:S:1:pos:R:3
C 6.132 -1.438 0.223
C 6.533 -0.765 -1.171
C 5.553 -1.349 -2.292
C 4.259 -0.479 -2.544
C 3.331 -1.245 -3.601
C 3.508 -0.024 -1.251
C 3.655 1.407 -0.798
C 2.939 1.940 0.407
C 3.087 3.469 0.825
C 2.021 4.365 0.021
C 0.539 3.916 0.284
O -0.433 4.649 -0.513
C 2.035 1.071 1.267
C 1.270 1.598 2.524
O 1.818 1.071 3.771
O 1.585 1.988 4.792
C 1.891 -0.360 0.803
C 2.610 -0.877 -0.422
C 2.345 -2.381 -0.820
O 3.223 -3.147 -1.187
C 0.849 -2.845 -0.661
C 0.147 -3.701 -1.648
C -1.291 -4.025 -1.374
C -2.051 -3.547 -0.198
C -3.582 -3.863 0.060
F -3.888 -5.202 -0.310
C -4.457 -2.824 -0.754
C -4.398 -1.370 -0.172
C -1.323 -2.681 0.810
C 0.110 -2.344 0.560
C 0.947 -1.408 1.546
O 0.880 -1.502 2.764
H 7.029 -1.385 0.898
H 5.271 -0.847 0.663
H 5.793 -2.503 0.068
H 6.390 0.355 -1.175
H 7.604 -1.030 -1.407
H 5.346 -2.434 -2.070
H 6.159 -1.352 -3.256
H 4.596 0.471 -3.066
H 2.254 -1.171 -3.278
H 3.470 -0.845 -4.642
H 3.652 -2.330 -3.579
H 4.311 2.118 -1.356
H 3.005 3.604 1.941
H 4.117 3.856 0.551
H 2.186 4.284 -1.097
H 2.119 5.462 0.299
H 0.225 4.043 1.359
H 0.458 2.838 -0.057
H -1.266 4.182 -0.285
H 1.310 2.724 2.624
H 0.181 1.280 2.430
H 1.268 1.521 5.585
H 0.684 -4.051 -2.561
H -1.844 -4.650 -2.129
H -3.850 -3.717 1.151
H -5.550 -3.124 -0.779
H -4.083 -2.803 -1.816
H -5.320 -1.121 0.439
H -4.373 -0.583 -0.988
H -3.513 -1.172 0.487
H -1.898 -2.329 1.714
C -3.751 7.478 2.893
C -2.228 7.398 2.999
C -1.857 5.923 3.174
S -3.155 4.981 2.374
O -3.860 4.225 3.382
O -2.634 4.354 1.183
C -4.156 6.385 1.912
H -4.083 8.461 2.556
H -4.200 7.287 3.872
H -1.777 7.784 2.080
H -1.848 7.999 3.827
H -0.902 5.690 2.704
H -1.834 5.638 4.226
H -5.211 6.124 1.972
H -3.893 6.658 0.888
C 0.957 -5.813 -7.219
C -0.486 -6.303 -7.069
C -1.148 -5.456 -5.978
S -0.308 -3.873 -5.995
O 0.400 -3.714 -4.746
O -1.203 -2.863 -6.503
C 0.874 -4.292 -7.266
H 1.431 -6.216 -8.114
H 1.546 -6.128 -6.353
H -1.017 -6.166 -8.015
H -0.528 -7.365 -6.821
H -2.208 -5.302 -6.174
H -1.013 -5.898 -4.991
H 1.826 -3.802 -7.063
H 0.471 -3.949 -8.221
C -2.526 1.456 5.252
C -1.412 0.415 5.143
C -2.054 -0.969 5.170
S -3.690 -0.754 4.489
O -4.666 -1.033 5.515
O -3.722 -1.373 3.188
C -3.583 1.007 4.264
H -2.168 2.461 5.025
H -2.932 1.465 6.268
H -0.881 0.553 4.197
H -0.682 0.521 5.947
H -1.499 -1.680 4.557
H -2.151 -1.355 6.186
H -4.556 1.464 4.436
H -3.258 1.188 3.238
```

Values from the calculation:
Total charge: 0
LUMO, eV: -0.48
Orbital gap, eV: 8.3
Highest occupied orbital energy, eV: -8.74
2S+1: 1